The following is a DFT calculation (wB97M-V/def2-TZVPD) of a molecular structure, C18H36O36S9 in a non-equilibrium geometry.

Summary:
lowest unoccupied orbital energy	-0.06	eV
energy above the lowest of the compared OMol25 structures with the same formula, charge and spin	129.2	kJ/mol
2S+1	1
Kohn-Sham gap	10.8	eV
HOMO	-10.8	eV

Last column: Löwdin charge in e.
Atoms and positions in Å:
1 S -0.721 2.008 -5.592  0.569
2 S -1.912 -1.496 0.544  0.677
3 S 2.325 -1.676 -1.764  0.593
4 S 0.858 5.139 -0.513  0.506
5 S -4.528 2.568 0.140  0.582
6 S 1.727 -4.916 -5.035  0.594
7 S 0.645 0.818 3.638  0.693
8 S -1.979 2.399 6.314  0.579
9 S 1.201 -4.608 4.016  0.566
10 O 3.625 -2.157 -2.137  -0.229
11 O -2.904 2.607 0.126  -0.204
12 O -0.428 5.438 -1.301  -0.189
13 O 2.051 -3.830 2.994  -0.180
14 O 1.159 -3.721 -5.503  -0.222
15 O -1.404 1.215 7.215  -0.174
16 O 1.925 -0.531 -2.828  -0.203
17 O -2.397 1.427 5.189  -0.180
18 O -1.254 0.645 -4.948  -0.218
19 O 2.025 -5.592 4.664  -0.230
20 O 0.754 3.693 -0.447  -0.267
21 O -0.523 2.978 -4.540  -0.255
22 O 1.295 -2.644 -1.623  -0.212
23 O 1.222 0.077 2.568  -0.245
24 O -2.870 -2.638 -0.084  -0.187
25 O -1.004 3.271 5.799  -0.196
26 O -0.373 1.957 3.027  -0.205
27 O 1.858 5.635 -1.547  -0.168
28 O 1.778 1.880 4.148  -0.181
29 O -4.702 2.697 -1.410  -0.192
30 O -1.642 2.262 -6.648  -0.215
31 O -1.509 -0.671 -0.556  -0.242
32 O 0.084 0.035 4.711  -0.215
33 O 1.122 -6.093 -5.504  -0.211
34 O 1.912 -4.932 -3.442  -0.187
35 O 0.620 1.471 -6.141  -0.190
36 O -2.456 -1.008 1.762  -0.200
37 O 3.298 -5.020 -5.440  -0.169
38 O 1.016 5.835 0.684  -0.179
39 O -4.962 3.787 0.734  -0.223
40 O 0.924 -3.461 5.067  -0.188
41 O -3.126 2.983 6.929  -0.206
42 O -0.033 -4.952 3.386  -0.239
43 O -0.632 -2.516 0.901  -0.204
44 O 2.258 -0.788 -0.482  -0.187
45 O -5.037 1.306 0.541  -0.218
46 C -0.421 -0.517 -5.225  -0.105
47 C 0.308 3.193 2.750  -0.130
48 C 0.388 0.041 -6.389  -0.120
49 C 1.096 0.429 -2.093  -0.127
50 C -0.992 -3.866 0.555  -0.132
51 C 1.854 0.585 -0.737  -0.097
52 C -2.382 2.340 -1.272  -0.079
53 C -2.577 -3.894 0.483  -0.136
54 C 4.067 -4.739 -4.288  -0.164
55 C 1.493 3.212 3.786  -0.162
56 C 2.282 -2.476 3.476  -0.120
57 C -2.280 0.143 7.095  -0.194
58 C -0.153 5.817 -2.684  -0.114
59 C -3.633 1.988 -2.115  -0.101
60 C 1.273 5.350 -2.913  -0.065
61 C 3.232 -5.243 -3.088  -0.170
62 C 2.017 -2.490 4.986  -0.119
63 C -2.758 0.149 5.683  -0.156
64 H -2.290 -0.553 5.032  0.112
65 H -3.783 0.939 -2.176  0.114
66 H 1.454 -0.302 -6.508  0.159
67 H 5.001 -5.260 -4.392  0.131
68 H 3.372 -4.759 -2.139  0.117
69 H 1.597 -1.610 5.406  0.093
70 H -3.789 -0.073 5.611  0.128
71 H 2.912 -2.772 5.613  0.151
72 H -0.936 5.320 -3.291  0.137
73 H 2.755 1.188 -0.799  0.138
74 H 1.114 1.439 -2.557  0.137
75 H 3.360 -6.309 -2.948  0.131
76 H 1.256 3.846 4.687  0.140
77 H 1.603 -1.826 2.894  0.101
78 H 0.681 3.142 1.668  0.114
79 H 1.263 0.801 0.088  0.088
80 H -0.246 6.880 -2.810  0.126
81 H -0.430 3.938 2.963  0.130
82 H 3.332 -2.284 3.355  0.131
83 H -0.626 -4.481 1.381  0.098
84 H -2.854 -4.606 -0.284  0.132
85 H -1.867 3.214 -1.553  0.088
86 H 1.261 4.288 -3.109  0.106
87 H -3.025 0.372 7.810  0.115
88 H 0.124 0.025 -1.894  0.087
89 H -1.660 1.577 -1.143  0.079
90 H -3.591 2.284 -3.146  0.123
91 H 0.159 -0.746 -4.345  0.099
92 H -3.026 -4.120 1.420  0.121
93 H 2.315 3.552 3.173  0.122
94 H 1.817 5.929 -3.623  0.131
95 H -1.750 -0.824 7.354  0.166
96 H -0.517 -4.112 -0.335  0.092
97 H 4.215 -3.679 -4.139  0.113
98 H -1.122 -1.317 -5.551  0.156
99 H -0.183 -0.005 -7.336  0.140